Computed, not measured: the ion C6H15N with charge +1 at a distorted geometry, with the ωB97M-V functional and the def2-TZVPD basis.

Bonds (Å) are listed after each position.
Positions of all 22 atoms, in Å:
1 C -0.16462 2.19310 0.30760  C2 1.554, H8 1.098, H9 1.084, H10 1.090
2 C 0.81797 1.02606 0.01322  C1 1.554, C3 1.533, N7 1.432, H11 1.105
3 C 0.19348 -0.34885 -0.25192  C2 1.533, C4 1.532, C5 1.546, H12 1.099
4 C -1.06247 -0.32966 -1.12812  C3 1.532, H13 1.102, H14 1.080, H15 1.088
5 C -0.08393 -1.03258 1.10628  C3 1.546, C6 1.554, H16 1.093, H17 1.096
6 C -0.23245 -2.57130 0.94482  C5 1.554, H18 1.092, H19 1.086, H20 1.086
7 N 1.63791 1.46941 -1.07335  C2 1.432, H21 1.027, H22 1.014
8 H -0.74531 2.35540 -0.61025  C1 1.098
9 H -0.83889 1.93477 1.11670  C1 1.084
10 H 0.32429 3.15845 0.43810  C1 1.090
11 H 1.41648 0.91929 0.93639  C2 1.105
12 H 0.93348 -1.03803 -0.68158  C3 1.099
13 H -0.83284 0.08415 -2.12356  C4 1.102
14 H -1.37650 -1.34635 -1.31323  C4 1.080
15 H -1.87130 0.28554 -0.73837  C4 1.088
16 H 0.68819 -0.81111 1.84741  C5 1.093
17 H -1.02305 -0.65169 1.52289  C5 1.096
18 H -1.03420 -2.90993 1.60376  C6 1.092
19 H 0.69408 -3.04128 1.26200  C6 1.086
20 H -0.55511 -2.85478 -0.05265  C6 1.086
21 H 1.30151 1.04707 -1.94658  N7 1.027
22 H 1.81327 2.46231 -1.17958  N7 1.014

## Properties
Total charge: +1
Orbital gap (alpha / beta) in eV: 12.0 / 6.7
Spin multiplicity: 2
Lowest unoccupied orbital energy (alpha / beta) in eV: -3.2 / -8.5
Largest force on an atom in Eh/bohr: 0.043
Highest occupied orbital energy (alpha / beta) in eV: -15.26 / -15.25
Expectation value of S²: 0.754